1.
45
Properties=species:S:1:pos:R:3:forces:R:3 method="wB97M-V/def2-TZVPD" de_lowest_ev=0.129 orbital_gap_ev=9.257 total_energy_ha=-1249.970155 total_charge=0 fmax_ev_per_a=0.621 spin_multiplicity=1 smiles="O=C(NC1CCN(C(=O)Nc2ccc(F)cc2)CC1)c1cccc(F)c1"
O -2.184 -0.810 -2.316 -0.05 -0.07 -0.21
C -2.200 -0.525 -1.131 0.03 -0.02 0.20
N -1.682 -1.332 -0.184 0.05 -0.06 0.24
C -1.061 -2.606 -0.501 0.02 -0.28 -0.44
C 0.209 -2.417 -1.343 -0.17 0.08 0.10
C 1.208 -1.491 -0.629 0.10 0.02 -0.44
N 1.019 -1.549 0.809 0.06 0.05 0.23
C 0.574 -0.473 1.521 0.28 0.15 -0.27
O -0.226 -0.565 2.438 -0.38 -0.10 0.37
N 1.043 0.766 1.138 -0.55 0.21 0.20
C 2.271 1.117 0.575 0.56 0.09 -0.21
C 2.391 2.370 -0.026 -0.04 -0.28 0.08
C 3.589 2.771 -0.583 0.31 -0.09 0.00
C 4.671 1.910 -0.532 -0.12 -0.04 0.06
F 5.844 2.293 -1.079 -0.05 -0.01 0.01
C 4.584 0.671 0.075 0.10 0.26 -0.18
C 3.382 0.278 0.634 -0.12 0.17 0.06
C 0.669 -2.866 1.303 -0.13 -0.14 0.32
C -0.707 -3.335 0.796 0.06 0.20 -0.01
C -2.805 0.755 -0.641 -0.24 0.44 -0.13
C -3.653 1.425 -1.521 0.08 -0.21 -0.07
C -4.243 2.623 -1.166 0.05 -0.04 0.06
C -3.981 3.188 0.071 0.13 -0.03 0.21
C -3.128 2.519 0.930 -0.05 -0.01 -0.12
F -2.848 3.070 2.131 -0.02 -0.04 -0.06
C -2.539 1.311 0.607 -0.09 0.11 0.00
H -1.740 -1.083 0.791 -0.07 0.07 0.01
H -1.780 -3.190 -1.090 0.13 0.07 0.11
H 0.646 -3.401 -1.514 0.02 -0.06 -0.03
H -0.060 -1.988 -2.307 0.07 -0.08 -0.01
H 1.057 -0.464 -0.961 0.05 -0.11 0.02
H 2.235 -1.781 -0.881 -0.06 0.11 -0.04
H 0.524 1.530 1.553 0.03 -0.24 0.03
H 1.537 3.030 -0.054 -0.12 0.06 -0.04
H 3.692 3.736 -1.052 0.03 0.10 -0.05
H 5.451 0.032 0.118 0.10 -0.05 -0.01
H 3.310 -0.673 1.137 0.00 -0.09 0.01
H 0.680 -2.831 2.392 0.07 -0.09 -0.12
H 1.453 -3.548 0.963 -0.02 0.00 0.04
H -0.683 -4.410 0.621 -0.04 -0.01 -0.02
H -1.474 -3.134 1.545 -0.03 -0.07 0.03
H -3.833 0.979 -2.487 0.00 -0.02 -0.06
H -4.904 3.126 -1.855 -0.06 0.04 -0.06
H -4.420 4.125 0.373 -0.03 0.09 0.06
H -1.890 0.848 1.334 0.10 -0.08 0.12


2.
9
Properties=species:S:1:pos:R:3:forces:R:3 method="wB97M-V/def2-TZVPD" de_lowest_ev=2.071 orbital_gap_ev=10.097 total_energy_ha=-246.315987 total_charge=+1 fmax_ev_per_a=5.029 spin_multiplicity=1
C -0.041 -0.839 -0.043 0.75 0.50 1.86
C 0.250 1.352 -0.090 -2.49 -4.36 -0.34
C -1.278 -0.026 -0.109 -1.93 2.03 1.48
N 0.930 0.258 -0.088 -2.46 -0.29 -0.28
O -2.435 -0.018 0.053 3.18 -0.01 -0.87
H 0.106 -1.395 0.882 -0.61 0.22 0.55
H 0.004 -1.595 -0.725 0.41 -1.76 -2.70
H 0.594 2.286 0.074 1.52 3.09 0.21
H 1.870 -0.022 0.046 1.61 0.58 0.09


3.
15
Properties=species:S:1:pos:R:3:forces:R:3 method="wB97M-V/def2-TZVPD" de_lowest_ev=5.201 orbital_gap_ev=10.222 total_energy_ha=-287.641304 total_charge=0 fmax_ev_per_a=7.363 spin_multiplicity=1 smiles=NC[C@H]1C[C@H]1O
N 1.010 -0.106 -1.735 -2.49 5.01 -1.38
C -0.424 -0.239 -1.053 -0.81 2.64 -0.40
C -0.389 0.557 0.325 -2.52 2.05 -3.87
C -0.945 -0.060 1.681 -2.55 -0.61 -1.60
C 0.398 0.037 1.361 7.34 -0.55 0.05
O 0.934 -1.278 0.693 3.09 4.13 0.45
H 0.982 1.061 -1.883 0.63 -3.47 1.21
H 0.982 -0.177 -2.795 -0.40 -1.16 1.48
H -1.339 0.205 -1.647 2.05 -0.68 0.63
H -0.663 -1.238 -0.830 0.06 -1.25 -0.18
H -0.419 1.687 0.046 -0.22 -1.87 1.30
H -1.492 0.548 2.330 -0.17 1.15 1.01
H -1.332 -1.055 1.675 -0.36 -0.54 -0.48
H 1.087 0.846 1.911 -0.94 -2.53 -0.99
H 1.610 -0.787 -0.079 -2.72 -2.31 2.77


4.
96
Properties=species:S:1:pos:R:3:forces:R:3 method="wB97M-V/def2-TZVPD" de_lowest_ev=2.122 orbital_gap_ev=5.140 total_energy_ha=-3913.149430 total_charge=-2 fmax_ev_per_a=2.289 spin_multiplicity=1
Cs -0.306 -3.215 0.185 -0.70 0.38 -0.89
O -0.438 -2.278 3.794 0.15 0.31 0.00
N -0.490 -0.987 3.294 0.15 -0.05 0.10
C 0.487 -0.733 2.526 0.17 0.44 -0.13
C 0.612 0.646 2.000 0.01 0.01 -0.06
C -0.467 1.522 2.169 -0.01 -0.01 -0.01
C -0.379 2.846 1.799 -0.08 -0.01 -0.04
C 0.800 3.326 1.241 -0.03 0.06 -0.09
C 1.858 2.465 1.039 0.02 0.00 0.02
C 1.787 1.120 1.404 -0.09 -0.02 0.10
P 3.298 0.072 1.254 -0.08 -0.18 -0.08
C 4.343 1.159 2.330 0.07 0.07 0.08
C 5.188 2.181 1.902 0.01 0.05 0.02
C 5.903 2.947 2.815 -0.01 0.00 -0.02
C 5.779 2.714 4.176 -0.01 -0.02 0.03
C 4.938 1.701 4.619 0.00 0.00 0.01
C 4.239 0.929 3.704 0.03 0.02 -0.02
C 3.945 0.531 -0.394 0.07 -0.05 -0.03
C 3.151 0.981 -1.445 -0.03 -0.04 0.00
C 3.710 1.236 -2.689 -0.04 -0.02 0.00
C 5.064 1.034 -2.907 0.01 -0.03 0.01
C 5.860 0.553 -1.876 -0.01 0.00 0.00
C 5.300 0.295 -0.634 0.01 0.01 -0.02
H -1.233 -2.322 4.336 -0.08 -0.24 -0.05
H 1.260 -1.462 2.293 -0.03 -0.05 0.02
H -1.373 1.135 2.613 -0.03 0.00 -0.02
H -1.232 3.500 1.935 0.00 0.02 0.00
H 0.895 4.368 0.964 -0.03 0.05 -0.04
H 2.775 2.843 0.603 -0.02 0.00 -0.01
H 5.289 2.383 0.842 0.01 0.00 0.05
H 6.554 3.736 2.456 0.00 0.00 0.01
H 6.333 3.314 4.888 0.00 0.00 0.00
H 4.830 1.504 5.679 0.01 0.01 0.01
H 3.593 0.132 4.058 0.00 -0.01 -0.01
H 2.079 1.064 -1.317 0.00 0.00 0.01
H 3.064 1.540 -3.503 0.00 0.00 -0.02
H 5.487 1.205 -3.889 0.01 0.00 0.00
H 6.912 0.354 -2.043 0.00 0.00 -0.01
H 5.926 -0.099 0.161 -0.01 0.01 -0.01
O 1.992 -3.439 -0.757 1.69 -0.01 -0.69
C 1.937 -2.243 -1.145 0.51 0.09 -0.25
O 1.532 -1.294 -0.426 0.49 0.35 0.01
C 2.324 -1.965 -2.579 -0.12 0.07 0.02
C 3.585 -2.389 -2.984 0.05 0.07 0.00
C 4.058 -2.158 -4.267 -0.01 0.01 0.01
C 3.222 -1.509 -5.169 0.01 0.00 0.01
C 1.949 -1.120 -4.787 -0.01 0.02 -0.03
C 1.444 -1.334 -3.489 0.02 0.04 -0.02
S -0.212 -0.886 -3.131 -0.02 -0.08 0.04
H 4.200 -2.908 -2.257 0.00 0.00 0.00
H 5.052 -2.479 -4.556 0.00 0.00 0.00
H 3.556 -1.317 -6.185 0.00 0.00 0.00
H 1.289 -0.645 -5.504 0.00 0.00 0.00
C -4.368 1.906 0.768 -0.02 -0.03 0.01
N -3.816 2.758 -0.267 0.08 0.03 0.04
C -4.871 3.300 -1.107 -0.02 0.00 -0.03
C -2.746 2.166 -1.000 -0.23 -0.05 -0.09
N -2.559 0.913 -0.895 0.05 -0.05 -0.08
N -2.083 3.078 -1.798 0.05 -0.04 -0.03
C -2.086 4.500 -1.542 -0.02 -0.03 0.03
C -1.035 2.652 -2.701 0.07 -0.03 0.01
H -4.982 2.519 1.434 -0.01 0.00 -0.01
H -3.565 1.439 1.332 0.03 0.02 0.02
H -4.989 1.100 0.355 0.01 0.02 0.00
H -5.477 2.498 -1.555 0.00 0.00 0.00
H -4.458 3.900 -1.914 -0.03 -0.01 0.02
H -5.530 3.933 -0.508 0.00 -0.01 0.01
H -1.755 0.538 -1.403 0.11 0.14 0.12
H -2.666 4.733 -0.654 0.02 -0.02 0.01
H -2.502 5.054 -2.394 0.01 0.01 0.01
H -1.062 4.851 -1.395 0.10 0.02 0.06
H -0.045 2.834 -2.265 0.00 -0.01 -0.01
H -1.111 3.218 -3.635 0.01 0.00 0.01
H -1.085 1.592 -2.941 -0.04 -0.01 -0.02
S -4.941 -5.438 -1.886 0.00 0.01 0.00
C -5.070 -4.070 -0.904 -0.02 0.01 0.02
N -5.013 -2.829 -1.425 0.07 -0.03 0.00
C -4.998 -1.592 -0.649 -0.03 -0.03 -0.06
C -4.521 -1.878 0.760 0.02 -0.02 0.06
C -5.299 -3.045 1.337 -0.01 0.01 0.01
N -5.260 -4.175 0.421 0.00 -0.01 -0.05
H -4.736 -2.808 -2.392 -0.04 0.02 0.01
H -6.008 -1.162 -0.628 0.00 0.01 0.00
H -4.332 -0.879 -1.134 0.01 0.00 0.03
H -4.645 -0.999 1.392 -0.01 0.03 -0.04
H -3.466 -2.137 0.754 0.04 0.03 -0.02
H -6.341 -2.752 1.518 0.00 -0.01 0.01
H -4.866 -3.370 2.281 0.02 0.01 0.00
H -5.114 -5.099 0.792 -0.01 0.01 0.03
F -3.745 -5.653 2.934 0.02 0.11 0.10
Te -1.964 -5.000 2.871 -0.85 -0.90 0.12
F -2.485 -3.844 4.300 0.24 -0.06 0.04
F -1.676 -6.160 4.317 -0.05 -0.07 -0.16
F -0.090 -4.889 2.919 -0.10 0.32 0.22
F -1.664 -6.475 1.746 0.01 0.05 0.11
O -2.237 -3.781 1.611 -1.55 -0.71 1.53


5.
55
Properties=species:S:1:pos:R:3:forces:R:3 method="wB97M-V/def2-TZVPD" de_lowest_ev=0.000 orbital_gap_ev=4.917 total_energy_ha=-1394.575797 total_charge=+1 fmax_ev_per_a=4.543 spin_multiplicity=1
C -1.201 0.043 3.404 1.75 -0.39 -0.20
N -0.288 0.968 3.481 2.89 2.86 0.34
N 0.511 1.821 3.562 -3.10 -3.29 -0.41
C -2.569 0.346 3.476 -2.16 0.92 0.18
C -3.538 -0.677 3.485 0.96 0.40 -0.07
C -4.868 -0.373 3.569 -0.53 0.12 0.00
C -5.301 0.953 3.637 1.84 -0.39 -0.10
C -6.660 1.241 3.716 -3.39 0.73 0.22
N -7.800 1.471 3.781 1.73 -0.34 -0.12
C -4.346 1.974 3.629 -0.53 0.07 0.01
C -3.010 1.683 3.555 0.38 -0.67 -0.11
H -0.870 -0.975 3.309 0.38 -0.08 0.04
H -3.214 -1.704 3.439 0.01 -0.21 0.00
H -5.602 -1.160 3.587 -0.12 -0.15 0.00
H -4.680 2.996 3.684 -0.03 0.20 0.03
H -2.275 2.472 3.558 -0.02 0.22 0.03
C -4.089 -3.746 -3.185 0.06 -0.72 -0.47
O -4.455 -2.598 -2.455 1.90 2.00 1.17
C -3.395 -1.828 -1.995 -1.33 -0.69 -0.23
C -3.714 -0.707 -1.215 -0.55 -0.12 -0.03
C -2.742 0.094 -0.692 -0.02 -0.09 -0.12
C -1.374 -0.184 -0.904 0.54 0.36 0.09
C -0.418 0.671 -0.304 -0.07 -0.73 -0.28
C 0.972 0.483 -0.138 0.07 -0.06 0.08
C 1.760 1.575 0.297 -0.47 -0.23 -0.04
C 3.114 1.463 0.419 0.95 -0.15 0.15
C 3.765 0.258 0.126 1.18 0.47 -0.89
O 5.181 0.192 0.137 -1.61 -0.01 0.03
C 5.869 0.570 -1.051 -0.26 0.36 -0.85
C 6.474 1.824 -1.156 -0.69 -0.58 0.96
C 7.077 2.211 -2.331 0.17 0.00 -0.28
C 7.101 1.355 -3.416 0.05 0.07 -0.12
C 6.519 0.105 -3.320 0.16 0.11 -0.24
C 5.908 -0.287 -2.153 -0.44 -0.07 1.12
C 2.985 -0.855 -0.216 0.83 -0.09 0.14
C 1.629 -0.753 -0.337 -0.18 0.15 0.19
C -1.057 -1.279 -1.743 -0.15 0.15 0.03
C -2.038 -2.081 -2.258 -0.16 -0.49 -0.28
H -5.003 -4.254 -3.498 0.09 0.23 0.15
H -3.519 -3.465 -4.072 -0.02 -0.11 -0.05
H -3.505 -4.418 -2.555 0.02 -0.08 -0.08
H -4.751 -0.495 -1.035 -0.28 0.05 0.05
H -3.011 0.944 -0.091 -0.14 0.18 0.17
H -0.807 1.597 0.089 -0.15 0.25 0.16
H 1.278 2.509 0.527 -0.08 0.23 0.01
H 3.708 2.295 0.750 0.14 0.25 0.00
H 6.443 2.483 -0.305 0.02 0.18 0.17
H 7.521 3.189 -2.407 0.09 0.13 0.04
H 7.567 1.665 -4.338 0.07 0.03 -0.11
H 6.537 -0.563 -4.166 0.01 -0.13 -0.10
H 5.451 -1.257 -2.066 -0.09 -0.25 -0.04
H 3.479 -1.797 -0.369 0.11 -0.25 -0.04
H 1.054 -1.641 -0.523 0.04 -0.14 0.02
H -0.038 -1.446 -2.040 0.02 -0.08 -0.13
H -1.766 -2.911 -2.882 0.14 -0.09 -0.17